# 1
Below is a molecular structure, C18H21N4O4STi in a non-equilibrium geometry, with properties calculated with wB97M-V/def2-TZVPD.

Results
- strongest force on any atom (Eh/bohr) = 0.03106
- LUMO level (spin up / spin down) (eV) = -3.00 / -3.45
- total charge = +1
- spin multiplicity = 3
- energy above the lowest of the compared OMol25 structures with the same formula, charge and spin (kcal per mole) = 20.3

Cartesian coordinates (Å):
Ti -0.113 0.788 0.205
C -2.076 0.648 3.174
C -1.768 1.304 1.861
C -2.431 0.943 0.680
C -2.173 1.594 -0.548
C -2.939 1.249 -1.794
C -1.204 2.626 -0.570
C -0.553 3.062 0.611
C 0.392 4.228 0.581
C -0.815 2.363 1.791
H -2.789 -0.168 3.049
H -2.515 1.379 3.856
H -1.179 0.248 3.648
H -3.190 0.173 0.718
H -2.310 1.260 -2.684
H -3.730 1.986 -1.948
H -3.407 0.268 -1.714
H -0.996 3.134 -1.503
H -0.169 5.164 0.599
H 0.994 4.218 -0.327
H 1.061 4.217 1.439
H -0.299 2.656 2.696
O 0.178 -0.645 -5.009
C -0.738 -1.375 -4.382
O -1.557 -2.038 -4.957
C -0.695 -1.422 -2.888
C -1.511 -2.272 -2.178
N -1.271 -2.057 -0.881
N -0.336 -1.127 -0.676
C 0.022 -0.726 -1.907
C 1.161 0.284 -2.035
O 1.689 0.497 -3.101
O 1.498 0.835 -0.893
H 0.812 -0.253 -4.366
H -2.222 -3.005 -2.528
H -1.665 -2.530 -0.084
C 1.931 -3.000 3.071
N 2.639 -2.332 1.974
C 3.674 -2.907 1.243
C 4.094 -1.983 0.357
N 3.316 -0.865 0.580
C 2.427 -1.073 1.559
S 1.304 0.088 2.192
H 2.352 -2.701 4.028
H 2.039 -4.073 2.941
H 0.883 -2.721 3.040
H 4.006 -3.914 1.426
H 4.860 -2.019 -0.396
H 3.320 -0.003 0.051



# 2
Below is a molecular structure, C18H21N5O2Re in a non-equilibrium geometry, with properties calculated with wB97M-V/def2-TZVPD.

Results
- strongest force on any atom (Eh/bohr) = 0.16119
- LUMO level (spin up / spin down) (eV) = -15.42 / -17.73
- total charge = +4
- spin multiplicity = 4
- energy above the lowest of the compared OMol25 structures with the same formula, charge and spin (kcal per mole) = 56.6

Cartesian coordinates (Å):
N -1.324 3.578 0.403
C -0.382 4.193 0.145
C 0.728 5.066 -0.188
H 0.356 6.089 -0.383
H 1.218 4.711 -1.118
H 1.439 5.079 0.658
N 2.919 -2.028 -0.900
C 3.827 -2.695 -1.139
C 5.049 -3.463 -1.192
H 5.734 -3.001 -1.910
H 4.828 -4.489 -1.500
H 5.522 -3.463 -0.198
N -3.998 -0.425 -0.082
C -4.287 -1.561 -0.149
C -4.620 -2.985 -0.244
H -3.988 -3.584 0.454
H -4.454 -3.346 -1.278
H -5.676 -3.120 0.035
Re 0.930 -0.707 -0.895
C 0.409 -2.216 0.300
O 0.111 -3.090 1.018
C 2.072 0.361 0.365
O 2.716 0.976 1.114
C 1.253 0.750 -2.660
C -0.034 0.721 -2.087
C -0.817 -0.450 -2.190
C -0.297 -1.578 -2.819
C 1.073 -1.643 -3.008
C 1.866 -0.461 -2.942
H 1.788 1.693 -2.844
H -0.535 1.618 -1.753
H -1.867 -0.340 -1.911
H -0.922 -2.432 -3.112
H 1.548 -2.582 -3.279
H 2.943 -0.491 -3.117
C -1.337 2.731 4.096
N -1.205 1.503 3.304
C -1.984 0.360 3.400
C -1.534 -0.500 2.398
N -0.470 0.066 1.755
C -0.278 1.266 2.307
H -2.159 2.630 4.797
H -0.425 2.925 4.657
H -1.526 3.570 3.439
H -2.819 0.269 4.065
H -1.882 -1.496 2.153
H 0.491 1.989 2.037



# 3
Below is a molecular structure, C18H21N5O2STeW in a non-equilibrium geometry, with properties calculated with wB97M-V/def2-TZVPD.

Results
- strongest force on any atom (Eh/bohr) = 0.05408
- LUMO level (spin up / spin down) (eV) = -8.10 / -8.08
- total charge = +2
- energy above the lowest of the compared OMol25 structures with the same formula, charge and spin (kcal per mole) = 24.6

Cartesian coordinates (Å):
W -0.362 1.430 -0.788
C -0.486 -0.625 -6.590
C -1.268 0.604 -6.148
N -0.517 1.415 -5.170
C -0.442 1.135 -3.891
S 0.551 2.168 -2.828
N -0.998 0.044 -3.398
N -1.032 0.058 -2.070
C -0.627 -0.988 -1.341
C 0.049 -2.158 -1.970
C -1.207 -1.058 0.021
C -1.485 -2.239 0.693
C -2.099 -2.152 1.931
C -2.394 -0.904 2.473
C -2.041 0.233 1.780
N -1.443 0.155 0.583
H -1.070 -1.185 -7.320
H -0.281 -1.281 -5.745
H 0.457 -0.342 -7.060
H -2.218 0.333 -5.691
H -1.475 1.260 -6.990
H 0.002 2.213 -5.504
H 0.704 -1.819 -2.771
H -0.689 -2.828 -2.419
H 0.624 -2.719 -1.236
H -1.272 -3.196 0.237
H -2.368 -3.053 2.466
H -2.888 -0.817 3.431
H -2.226 1.227 2.162
O 0.242 5.141 0.231
N -0.783 4.768 0.301
O -0.844 3.047 -0.160
C 1.831 -0.798 1.732
Te 1.955 1.109 0.721
C 1.262 1.922 2.586
C 1.578 0.859 3.609
C 1.590 1.175 4.964
C 1.870 0.197 5.903
C 2.150 -1.100 5.495
C 2.148 -1.419 4.146
C 1.857 -0.443 3.199
H 2.686 -1.393 1.419
H 0.913 -1.305 1.443
H 0.196 2.128 2.503
H 1.797 2.851 2.767
H 1.391 2.191 5.284
H 1.887 0.450 6.955
H 2.388 -1.860 6.227
H 2.388 -2.427 3.827



# 4
Below is a molecular structure, C18H21N5O2STeW in a non-equilibrium geometry, with properties calculated with wB97M-V/def2-TZVPD.

Results
- strongest force on any atom (Eh/bohr) = 0.03278
- LUMO level (spin up / spin down) (eV) = -8.39 / -8.39
- total charge = +2
- energy above the lowest of the compared OMol25 structures with the same formula, charge and spin (kcal per mole) = 20.2

Cartesian coordinates (Å):
W -0.144 -0.715 -0.186
C -2.008 4.731 2.011
C -2.387 4.244 0.619
N -2.659 2.796 0.595
C -1.722 1.878 0.545
S -2.188 0.153 0.588
N -0.443 2.204 0.577
N 0.347 1.173 0.276
C 1.408 0.878 1.022
C 1.672 1.558 2.319
C 2.452 0.093 0.322
C 3.808 0.193 0.599
C 4.689 -0.524 -0.190
C 4.198 -1.334 -1.210
C 2.837 -1.433 -1.397
N 1.977 -0.745 -0.634
H -1.830 5.806 1.986
H -1.097 4.245 2.357
H -2.810 4.541 2.724
H -1.598 4.446 -0.102
H -3.294 4.732 0.270
H -3.615 2.482 0.660
H 0.731 1.745 2.833
H 2.147 2.529 2.152
H 2.326 0.957 2.949
H 4.162 0.855 1.377
H 5.755 -0.439 -0.029
H 4.870 -1.888 -1.850
H 2.403 -2.064 -2.161
O -2.439 -3.248 -2.216
N -1.734 -2.656 -2.769
O -0.750 -1.570 -1.586
C 2.239 -2.741 2.339
Te 0.200 -2.823 1.612
C 0.963 -4.300 0.247
C 2.242 -4.789 0.880
C 2.819 -5.982 0.457
C 3.999 -6.425 1.031
C 4.604 -5.684 2.036
C 4.029 -4.499 2.467
C 2.849 -4.044 1.886
H 2.196 -2.639 3.421
H 2.744 -1.878 1.913
H 1.125 -3.832 -0.723
H 0.216 -5.086 0.153
H 2.338 -6.572 -0.315
H 4.439 -7.358 0.705
H 5.516 -6.039 2.498
H 4.491 -3.931 3.266



# 5
Below is a single C18H21NO4S molecule, with properties calculated with wB97M-V/def2-TZVPD.

Results
- strongest force on any atom (Eh/bohr) = 0.01486
- LUMO level (eV) = 0.40
- total charge = 0
- structure (SMILES) = CCc1ccccc1NC(=O)CCS(=O)(=O)c1ccc(OC)cc1
- energy above the lowest of the compared OMol25 structures with the same formula, charge and spin (kcal per mole) = 26.5

Cartesian coordinates (Å):
C -2.693 3.293 0.776
C -2.487 1.784 0.705
C -3.589 1.008 0.028
C -4.698 1.632 -0.521
C -5.699 0.914 -1.156
C -5.601 -0.460 -1.249
C -4.507 -1.111 -0.708
C -3.501 -0.392 -0.074
N -2.391 -1.042 0.493
C -2.002 -2.327 0.339
O -2.586 -3.189 -0.283
C -0.682 -2.641 1.054
C 0.498 -2.286 0.165
S 0.675 -0.467 0.065
O -0.043 0.029 -1.077
O 0.305 0.078 1.353
C 2.427 -0.213 -0.195
C 3.262 -0.032 0.888
C 4.622 0.130 0.693
C 5.143 0.105 -0.601
O 6.451 0.249 -0.910
C 7.382 0.460 0.127
C 4.280 -0.078 -1.689
C 2.928 -0.236 -1.486
H -2.755 3.726 -0.220
H -3.597 3.541 1.328
H -1.847 3.747 1.289
H -2.364 1.413 1.729
H -1.552 1.589 0.171
H -4.792 2.704 -0.461
H -6.548 1.433 -1.575
H -6.372 -1.032 -1.742
H -4.424 -2.182 -0.782
H -1.740 -0.430 0.968
H -0.671 -3.712 1.266
H -0.604 -2.085 1.990
H 1.436 -2.651 0.579
H 0.366 -2.646 -0.851
H 2.834 -0.003 1.878
H 5.263 0.277 1.548
H 7.165 1.380 0.679
H 8.349 0.555 -0.363
H 7.409 -0.386 0.821
H 4.704 -0.087 -2.680
H 2.244 -0.359 -2.310



# 6
Below is a molecular structure, C18H22AlCl3F6N4O2S in a non-equilibrium geometry, with properties calculated with wB97M-V/def2-TZVPD.

Results
- strongest force on any atom (Eh/bohr) = 0.15148
- LUMO level (eV) = -0.96
- total charge = 0
- energy above the lowest of the compared OMol25 structures with the same formula, charge and spin (kcal per mole) = 467.2

Cartesian coordinates (Å):
Al -0.522 -0.432 -0.398
C -2.981 -2.119 2.664
C -1.863 -1.284 3.271
N -1.296 -0.235 2.386
C -0.418 0.599 3.239
C 0.644 -0.191 3.991
C -2.419 0.595 1.848
C -1.919 1.385 0.675
N 1.014 1.898 -0.881
C 2.138 2.400 -1.435
C 2.519 2.046 -2.742
F 1.899 1.025 -3.351
C 3.517 2.726 -3.408
F 3.847 2.335 -4.652
C 4.178 3.794 -2.833
C 3.827 4.151 -1.544
F 4.459 5.177 -0.945
C 2.835 3.482 -0.864
F 2.534 3.837 0.401
H -3.070 -3.051 3.224
H -3.948 -1.619 2.715
H -2.761 -2.362 1.626
H -2.218 -0.811 4.199
H -1.042 -1.947 3.534
H 0.125 1.320 2.626
H -1.037 1.179 3.938
H 1.174 -0.859 3.308
H 1.372 0.506 4.406
H 0.238 -0.772 4.817
H -3.155 -0.101 1.448
H -2.860 1.184 2.671
H -0.335 3.043 0.541
H 0.075 1.443 1.092
H 4.943 4.332 -3.372
S 1.648 -1.148 -0.313
C 1.093 -2.740 -0.703
N 0.540 -3.073 -1.864
C -0.101 -4.386 -1.763
C 0.618 -4.996 -0.547
N 1.169 -3.799 0.089
H 0.177 -2.364 -2.492
H 0.038 -4.961 -2.674
H -1.166 -4.245 -1.571
H 1.421 -5.675 -0.836
H -0.067 -5.513 0.122
H 1.594 -3.759 0.998
F -1.411 -1.241 -3.081
C -1.493 -0.113 -2.253
F -1.446 -1.822 -0.069
H -2.555 -0.033 -1.991
Cl -3.183 2.197 -0.651
C -1.364 2.540 -1.437
Cl -1.253 4.356 -1.166
Cl -0.494 1.749 -0.150
C -1.156 2.277 -2.914
O -0.802 3.093 -3.705
O -1.300 0.981 -3.223